The following is a quantum chemistry calculation of C4H8N2S4 in the gas phase at a distorted geometry, from the Open Molecules 2025 dataset.

Each line ends with the natural charge from an NBO analysis.
Element x y z (Å)
C 2.65 -0.27 -0.60  -0.19
C -0.60 -0.27 0.70  -0.08
C 1.00 1.37 1.33  -0.45
C -1.30 -0.85 -1.83  -0.75
N 1.53 -0.54 0.12  -0.44
N 0.64 0.15 0.74  -0.07
S 3.17 -1.43 -1.70  -0.22
S 3.53 1.15 -0.40  -0.26
S -1.80 0.40 1.88  0.09
S -1.23 -1.61 -0.17  0.31
H 0.41 1.57 2.27  0.23
H 2.06 1.28 1.52  0.28
H 0.67 2.03 0.51  0.25
H -1.09 0.20 -1.83  0.24
H -2.27 -1.08 -2.27  0.24
H -0.62 -1.25 -2.60  0.25
H 1.26 -1.54 -0.10  0.42
H -2.76 0.00 1.18  0.13

Values from the calculation:
Lowest unoccupied orbital energy = -1.4 eV
Highest occupied orbital energy = -7.0 eV
Molecular weight = 212.4 g/mol
Calculated total energy = -50594.84851 eV
Largest force on an atom = 0.1020 hartree/bohr
2S+1 = 1
HOMO-LUMO gap = 5.53 eV



The following is a quantum chemistry calculation of C3H3NO2S in the gas phase at a distorted geometry, from the Open Molecules 2025 dataset.

Each line ends with the natural charge from an NBO analysis.
Element x y z (Å)
C 0.36 -0.55 1.12  -0.04
C -0.68 -0.36 0.02  -0.14
C 1.42 1.06 0.02  0.34
N 1.33 0.32 1.01  -0.43
O 1.28 -1.57 3.46  -0.73
O -0.21 0.52 -0.91  -0.63
S 0.32 -1.75 2.39  0.97
H -1.06 -1.31 -0.44  0.21
H -1.54 -0.10 0.58  0.20
H 1.92 1.66 -0.75  0.26

Values from the calculation:
Lowest unoccupied orbital energy (spin up / spin down) = 0.8 / -2.6 eV
Highest occupied orbital energy (spin up / spin down) = -7.6 / -9.9 eV
Molecular weight = 117.1 g/mol
Calculated total energy = -19573.98250 eV
Largest force on an atom = 0.0830 hartree/bohr
2S+1 = 3
HOMO-LUMO gap (spin up / spin down) = 8.43 / 7.26 eV



The following is a quantum chemistry calculation of a molecular structure, C14H19GaN at a distorted geometry, from the Open Molecules 2025 dataset.

Each line ends with the Löwdin charge.
Element x y z (Å)
C 0.97 -1.45 -3.38  -0.25
C -0.40 -1.47 -3.74  -0.20
C -1.14 -2.13 -2.72  -0.21
C -0.22 -2.54 -1.75  -0.22
C 1.10 -2.10 -2.14  -0.24
Ga 1.13 1.14 -0.63  0.73
C -1.25 1.61 -2.24  -0.08
C -0.02 1.80 -2.83  -0.50
C 0.20 2.39 -4.04  -0.10
N 1.69 1.45 -2.36  -0.14
H -2.20 -2.35 -2.71  0.05
H -0.87 -1.00 -4.60  0.06
H -0.41 -3.09 -0.85  0.04
H 2.04 -2.24 -1.60  0.04
H 1.73 -0.95 -3.94  0.05
H -2.20 2.14 -2.60  0.07
H 2.52 1.24 -3.13  0.11
H -1.23 0.96 -1.33  -0.01
H -0.57 2.82 -4.62  0.02
H 1.25 2.50 -4.24  0.00
C 1.06 0.75 4.24  -0.05
C -0.17 0.15 3.52  -0.65
C -0.14 -1.37 3.65  -0.06
C -1.49 0.67 4.10  -0.06
C -0.12 0.49 2.11  -0.11
C 0.31 0.73 0.98  -0.08
H 1.05 0.49 5.31  0.09
H 1.07 1.85 4.12  0.08
H 2.00 0.42 3.77  0.09
H -0.20 -1.65 4.72  0.08
H -0.94 -1.82 3.07  0.09
H 0.76 -1.83 3.23  0.09
H -1.54 1.76 3.99  0.09
H -2.32 0.28 3.49  0.09
H -1.47 0.34 5.16  0.09

Values from the calculation:
Lowest unoccupied orbital energy = 2.1 eV
Highest occupied orbital energy = -2.4 eV
Molecular weight = 271.0 g/mol
Calculated total energy = -68683.72107 eV
Total charge = -1
Largest force on an atom = 0.0840 hartree/bohr
2S+1 = 1
HOMO-LUMO gap = 4.49 eV



The following is a quantum chemistry calculation of a molecular structure, C40H62BBrN6O2P2Rb at a distorted geometry, from the Open Molecules 2025 dataset.

Each line ends with the Löwdin charge.
Element x y z (Å)
Rb -0.11 0.48 0.50  0.69
C 1.19 1.00 -3.13  -0.04
C 1.60 2.19 -2.32  -0.37
C 2.59 3.15 -2.59  -0.01
C 2.48 4.08 -1.58  -0.30
C 3.24 5.36 -1.41  -0.03
N 1.51 3.65 -0.73  0.02
N 0.96 2.49 -1.19  0.03
B 0.86 4.37 0.50  -0.49
N -0.67 4.42 0.34  0.02
N -1.46 3.31 0.37  0.07
C -2.69 3.71 0.07  -0.36
C -3.81 2.72 -0.03  -0.04
C -2.71 5.10 -0.16  0.00
C -1.41 5.51 0.02  -0.29
C -0.83 6.88 -0.12  -0.04
N 1.27 3.74 1.88  0.03
N 0.45 2.94 2.61  0.11
C 1.06 2.72 3.76  -0.36
C 0.46 1.85 4.81  -0.03
C 2.30 3.39 3.80  -0.03
C 2.39 4.03 2.58  -0.30
C 3.50 4.88 2.07  -0.03
H 2.06 0.53 -3.59  0.08
H 0.52 1.30 -3.94  0.08
H 0.66 0.25 -2.55  0.04
H 3.26 3.20 -3.44  0.10
H 3.74 5.59 -2.35  0.08
H 4.00 5.29 -0.64  0.06
H 2.59 6.19 -1.16  0.07
H 1.27 5.50 0.49  0.10
H -3.43 1.71 0.08  0.07
H -4.30 2.79 -1.00  0.07
H -4.57 2.88 0.74  0.06
H -3.55 5.72 -0.43  0.10
H -1.63 7.58 -0.38  0.07
H -0.07 6.93 -0.90  0.07
H -0.36 7.22 0.81  0.08
H -0.55 1.56 4.52  0.03
H 0.40 2.36 5.77  0.08
H 1.05 0.94 4.95  0.07
H 3.02 3.42 4.61  0.10
H 4.12 5.21 2.90  0.08
H 3.13 5.76 1.54  0.06
H 4.14 4.33 1.37  0.07
C -1.24 -7.73 -3.16  -0.06
C 0.02 -7.09 -2.56  -0.57
C 1.18 -7.27 -3.54  -0.06
C 0.36 -7.84 -1.27  -0.08
C -0.21 -5.60 -2.30  -0.21
C 0.10 -4.98 -1.10  -0.11
C -0.09 -3.61 -0.98  -0.55
Br 0.42 -2.75 0.65  0.74
C -0.57 -2.73 -1.99  -0.46
O -0.64 -1.47 -1.83  -0.20
C -0.93 -3.42 -3.21  -0.09
C -0.70 -4.78 -3.32  -0.01
C -1.44 -2.64 -4.43  -0.53
C -2.41 -1.50 -4.07  -0.06
C -2.19 -3.54 -5.42  -0.08
C -0.23 -2.03 -5.15  -0.04
H -1.09 -8.81 -3.29  0.08
H -1.47 -7.32 -4.14  0.07
H -2.10 -7.57 -2.51  0.09
H 1.36 -8.33 -3.76  0.08
H 2.10 -6.84 -3.14  0.09
H 0.97 -6.76 -4.49  0.08
H 0.44 -8.91 -1.48  0.08
H -0.41 -7.69 -0.51  0.09
H 1.31 -7.51 -0.85  0.08
H 0.49 -5.53 -0.25  0.09
H -0.93 -5.25 -4.26  0.09
H -3.30 -1.90 -3.57  0.09
H -2.73 -1.01 -4.99  0.08
H -1.95 -0.78 -3.40  0.06
H -2.99 -4.09 -4.91  0.09
H -1.55 -4.27 -5.92  0.07
H -2.65 -2.93 -6.20  0.08
H 0.29 -1.32 -4.49  0.07
H -0.54 -1.49 -6.05  0.08
H 0.48 -2.81 -5.45  0.08
C 4.05 -1.58 1.24  -0.18
P 3.57 0.13 1.46  0.51
C 4.24 1.02 0.05  -0.15
C 4.49 0.71 2.88  -0.16
O 2.10 0.32 1.60  -0.58
H 5.14 -1.69 1.20  0.05
H 3.60 -1.96 0.33  0.04
H 3.65 -2.16 2.08  0.05
H 5.33 1.01 0.06  0.06
H 3.86 2.04 0.08  0.05
H 3.87 0.56 -0.87  0.06
H 5.57 0.62 2.74  0.05
H 4.19 0.13 3.75  0.06
H 4.21 1.76 3.06  0.03
C -1.27 -1.46 4.97  -0.29
P -1.73 -0.82 3.31  0.87
C -2.77 -2.23 2.73  -0.30
C -3.00 0.43 3.76  -0.39
C -2.83 1.72 3.26  -0.12
C -3.72 2.74 3.58  -0.08
C -4.81 2.47 4.40  -0.09
C -5.00 1.18 4.91  -0.10
C -4.10 0.17 4.59  -0.10
H -2.12 -1.90 5.49  0.03
H -0.85 -0.65 5.57  0.02
H -0.50 -2.23 4.84  0.04
H -3.56 -2.47 3.44  0.03
H -2.12 -3.10 2.59  0.02
H -3.20 -1.99 1.76  0.04
H -1.97 1.96 2.64  0.06
H -3.56 3.73 3.19  0.11
H -5.51 3.25 4.66  0.10
H -5.84 0.97 5.55  0.09
H -4.25 -0.82 4.99  0.09

Values from the calculation:
Lowest unoccupied orbital energy = 2.0 eV
Highest occupied orbital energy = -4.0 eV
Molecular weight = 897.1 g/mol
Calculated total energy = -145482.04456 eV
Total charge = -1
Largest force on an atom = 0.0294 hartree/bohr
2S+1 = 1
HOMO-LUMO gap = 5.94 eV



Question: largest force on an atom of number 3 (C14H19GaN)?
Answer: 0.0840 hartree/bohr